Entry 1:
The following is a quantum chemistry calculation of a cluster of 4 separate species, C7H22NO3 in total in a non-equilibrium geometry, from the OMol25 dataset.

Computed properties:
energy relative to the best compared isomer or geometry (same formula, charge and spin): 4.7 kcal/mol
max |F|: 0.0461 Eh/bohr
E_LUMO: -3.09 eV
calculated total energy: -560.119824 hartree

```
! RIJCOSX wB97M-V def2-TZVPD def2/J DEFGRID3
* xyz 1 1
C -1.69 1.28 -0.91
C -0.60 0.27 -0.91
C 0.56 0.57 -1.89
C 1.74 -0.36 -1.76
C 2.96 0.17 -1.89
C 1.51 -1.86 -1.73
C 1.79 -2.38 -0.30
N 0.07 0.45 0.49
H -1.38 2.29 -0.69
H -2.27 1.31 -1.83
H -2.52 1.06 -0.25
H -0.80 -0.77 -1.05
H 0.18 0.70 -2.91
H 0.83 1.60 -1.61
H 3.83 -0.48 -1.99
H 3.16 1.23 -1.87
H 0.52 -2.07 -2.13
H 2.27 -2.34 -2.34
H 1.24 -1.98 0.56
H 1.41 -3.41 -0.21
H 2.84 -2.22 -0.18
H 1.04 0.76 0.35
H -0.03 -0.43 1.00
H -0.49 1.12 1.04
H -1.63 -0.04 4.21
H -0.27 0.52 4.63
O -1.00 0.67 4.03
H -2.49 2.44 2.55
H -1.22 2.76 3.02
O -1.71 2.90 2.19
H -2.31 -2.79 0.23
H -2.35 -1.64 1.14
O -1.99 -1.87 0.27
*
```

=====

Entry 2:
The following is a quantum chemistry calculation of a cluster of 5 separate species, C7H22NO4 in total in a non-equilibrium geometry, from the OMol25 dataset.

Computed properties:
energy relative to the best compared isomer or geometry (same formula, charge and spin): 0.0 kcal/mol
max |F|: 0.0311 Eh/bohr
E_LUMO: -2.61 eV
calculated total energy: -635.383302 hartree

```
! RIJCOSX wB97M-V def2-TZVPD def2/J DEFGRID3
* xyz 1 1
C -0.37 -0.14 1.34
C 0.43 1.12 1.65
C -0.28 2.44 1.31
C -2.97 1.36 -2.70
C -1.85 1.92 -2.23
C -1.62 1.96 -0.79
C -0.64 2.59 -0.15
N 0.49 -1.24 0.78
H -0.89 -0.59 2.18
H -1.16 -0.06 0.60
H 1.35 1.09 1.07
H 0.65 1.09 2.72
H 0.43 3.20 1.61
H -1.21 2.59 1.88
H -3.26 1.37 -3.75
H -3.77 1.02 -2.06
H -1.07 2.25 -2.90
H -2.35 1.41 -0.20
H 0.08 3.19 -0.71
H -0.03 -1.85 0.15
H 0.85 -1.80 1.59
H 1.33 -0.88 0.33
H 0.63 -1.63 4.09
H 1.45 -2.86 3.70
O 0.78 -2.25 3.37
H 3.45 -0.54 -0.97
H 4.08 -1.71 -0.27
O 3.43 -1.01 -0.12
H 1.03 -0.36 -2.53
H -0.35 -0.19 -1.98
O 0.40 -0.80 -1.94
H 0.18 -2.89 -2.06
H 0.39 -4.33 -1.71
O 0.40 -3.45 -1.31
*
```

=====

Entry 3:
The following is a quantum chemistry calculation of a cluster of 6 separate species, C7H22O8 in total in a non-equilibrium geometry, from the OMol25 dataset.

Computed properties:
energy relative to the best compared isomer or geometry (same formula, charge and spin): 62.8 kcal/mol
structure (SMILES): O=C1OCCO1.CCO.CCO.O.O.O
max |F|: 0.0689 Eh/bohr
E_LUMO: -0.02 eV
calculated total energy: -881.754348 hartree

```
! RIJCOSX wB97M-V def2-TZVPD def2/J DEFGRID3
* xyz 0 1
O -4.63 -4.34 -1.86
C -3.49 -3.92 -1.77
O -2.62 -4.35 -0.82
C -1.25 -4.04 -1.15
C -1.51 -3.17 -2.47
O -2.81 -3.30 -2.77
H -0.69 -3.36 -0.51
H -0.62 -4.91 -1.35
H -0.98 -3.33 -3.41
H -1.37 -2.11 -2.27
C -4.10 6.22 1.83
C -2.57 5.87 2.08
O -2.23 4.53 1.88
H -4.38 7.27 1.72
H -4.74 5.72 2.56
H -4.45 5.71 0.93
H -2.34 6.11 3.12
H -1.85 6.49 1.56
H -1.76 4.24 2.67
C 5.59 -4.75 -0.15
C 4.33 -4.26 0.47
O 3.29 -5.27 0.51
H 5.33 -5.08 -1.16
H 5.99 -5.61 0.39
H 6.36 -3.97 -0.19
H 3.85 -3.42 -0.03
H 4.68 -3.95 1.46
H 3.08 -5.58 1.39
O -1.71 4.63 -1.70
H -1.58 4.59 -0.76
H -2.45 5.23 -1.82
O 0.24 0.19 1.56
H 0.90 0.23 0.87
H -0.38 0.88 1.35
O 3.66 3.45 -1.08
H 3.77 4.36 -0.80
H 3.41 2.98 -0.29
*
```

=====

Entry 4:
The following is a quantum chemistry calculation of a structure of composition C7H22O8 in a non-equilibrium geometry, from the OMol25 dataset.

Computed properties:
energy relative to the best compared isomer or geometry (same formula, charge and spin): 366.8 kcal/mol
max |F|: 0.2819 Eh/bohr
E_LUMO: -0.55 eV
calculated total energy: -881.269812 hartree

```
! RIJCOSX wB97M-V def2-TZVPD def2/J DEFGRID3
* xyz 0 1
C 2.28 0.65 0.88
C 1.65 0.63 2.22
O 1.73 1.98 2.64
C 2.62 2.61 1.93
O 3.06 3.71 2.14
O 2.90 1.92 0.85
H 1.49 0.51 0.15
H 2.99 -0.18 0.82
H 2.18 -0.02 2.91
H 0.60 0.35 2.09
O 0.28 -0.50 -0.56
H 0.29 0.40 -0.23
H -0.18 -0.99 0.12
O -1.28 -1.36 0.49
H -0.69 -1.92 0.98
H -2.16 -1.58 0.81
O -2.00 0.15 -0.81
H -2.93 0.15 -1.06
H -1.90 -0.61 -0.24
C 0.28 3.07 0.48
C -0.79 2.16 -0.04
O -0.71 0.80 0.47
H 0.32 4.02 -0.06
H 1.21 2.53 0.28
H 0.31 3.23 1.56
H -0.75 1.98 -1.11
H -1.74 2.63 0.22
H -1.53 0.41 0.17
C -0.73 -3.92 -2.50
C -0.70 -2.54 -1.79
O -1.88 -1.87 -1.54
H -1.34 -4.63 -1.94
H 0.28 -4.25 -2.74
H -1.19 -3.79 -3.48
H -0.02 -1.89 -2.34
H -0.32 -2.73 -0.78
H -1.65 -1.13 -0.98
*
```

=====

Entry 5:
The following is a quantum chemistry calculation of a structure of composition C7H23BrCuN7O4 in a non-equilibrium geometry, from the OMol25 dataset.

Computed properties:
energy relative to the best compared isomer or geometry (same formula, charge and spin): 0.0 kcal/mol
max |F|: 0.0474 Eh/bohr
E_LUMO (spin up / spin down): -2.42 / -3.85 eV
calculated total energy: -5179.212592 hartree

```
! RIJCOSX wB97M-V def2-TZVPD def2/J DEFGRID3
* xyz 1 2
Cu 0.83 0.70 0.29
Br 2.74 1.60 1.73
C 2.70 -1.59 -1.34
O 2.09 -0.73 -0.70
N 3.91 -2.05 -0.98
N 2.14 -2.17 -2.45
H 4.28 -1.78 -0.09
H 4.55 -2.51 -1.60
H 2.60 -2.92 -2.93
H 1.42 -1.62 -2.89
C 0.80 2.34 -2.58
O 1.28 1.96 -1.51
N 1.28 3.34 -3.33
N -0.33 1.72 -3.08
H 1.95 3.93 -2.86
H 0.75 3.73 -4.09
H -0.79 0.99 -2.56
H -0.63 1.78 -4.04
C -2.00 -0.85 -0.86
O -0.93 -0.19 -0.78
N -1.96 -2.11 -1.36
N -3.20 -0.33 -0.53
H -1.13 -2.55 -1.69
H -2.86 -2.48 -1.64
H -4.00 -0.93 -0.63
H -3.23 0.64 -0.29
C -1.89 1.47 3.67
C -0.68 1.11 2.82
C -0.53 -0.40 2.77
O 0.40 -0.79 1.74
C 0.38 -2.21 1.62
N -0.73 1.74 1.48
H -2.84 1.22 3.17
H -1.93 2.53 3.91
H -1.95 0.87 4.58
H 0.18 1.56 3.31
H -1.48 -0.89 2.54
H -0.12 -0.79 3.70
H 0.36 -2.68 2.60
H 1.25 -2.56 1.07
H -0.50 -2.51 1.03
H -1.69 1.71 1.16
H -0.50 2.72 1.63
*
```

=====

Entry 6:
The following is a quantum chemistry calculation of a cluster of 2 separate species, C7H23ClNO6P2S in total, from the OMol25 dataset.

Computed properties:
max |F|: 0.0086 Eh/bohr
E_LUMO: 2.97 eV
calculated total energy: -2327.804288 hartree

```
! RIJCOSX wB97M-V def2-TZVPD def2/J DEFGRID3
* xyz -1 1
N -0.89 4.69 -0.99
C -0.02 3.88 -1.86
C -0.10 2.40 -1.48
C 1.17 1.85 -0.81
C 0.92 0.64 0.09
P 2.25 -0.69 -0.03
O 1.16 -1.77 0.78
C 3.18 -0.12 1.59
S 2.56 -0.73 3.10
O 2.92 -2.12 3.24
O 2.87 0.16 4.20
P 1.59 -1.53 -2.07
O 1.78 -0.24 -3.12
Cl -0.54 -1.59 -2.01
H -1.81 4.27 -0.95
H -1.00 5.63 -1.37
H 1.00 4.25 -1.73
H -0.26 4.02 -2.92
H -0.93 2.27 -0.77
H -0.34 1.81 -2.36
H 1.91 1.61 -1.58
H 1.60 2.66 -0.21
H -0.06 0.21 -0.12
H 0.88 0.98 1.13
H 3.22 -1.78 -0.14
H 3.17 0.16 -0.77
H 1.62 -2.59 0.96
H 3.23 0.96 1.69
H 4.21 -0.50 1.57
H 1.23 -0.66 2.93
H 1.74 -0.61 -3.99
C -4.00 -2.56 1.64
C -3.64 -3.48 0.49
O -3.34 -2.72 -0.67
O -5.10 -1.73 1.29
H -4.29 -3.14 2.52
H -3.14 -1.94 1.90
H -4.49 -4.10 0.24
H -2.80 -4.12 0.76
H -2.50 -2.28 -0.54
H -4.94 -1.47 0.37
*
```

=====

Entry 7:
The following is a quantum chemistry calculation of a cluster of 2 separate species, C7H23N2OP2 in total, from the OMol25 dataset.

Computed properties:
max |F|: 0.0115 Eh/bohr
E_LUMO: 3.05 eV
calculated total energy: -1147.905565 hartree

```
! RIJCOSX wB97M-V def2-TZVPD def2/J DEFGRID3
* xyz -1 1
C 0.47 -2.29 2.68
C 0.98 -1.48 1.48
C 0.70 0.02 1.53
C 1.93 0.80 1.08
P -0.81 0.58 0.40
P -2.15 -1.27 0.82
C -2.58 -1.63 -0.94
C -3.69 -0.36 1.28
H -0.27 -1.74 3.24
H 1.30 -2.54 3.36
H -0.01 -3.22 2.37
H 0.57 -1.89 0.54
H 2.07 -1.63 1.41
H 0.47 0.31 2.56
H 1.83 1.87 1.28
H 2.07 0.68 0.00
H 2.84 0.44 1.58
H -0.15 -0.14 -0.71
H -1.88 1.05 -0.51
H -1.48 1.28 1.54
H -0.07 1.84 0.07
H -1.64 -1.79 -1.48
H -3.20 -2.53 -1.03
H -3.10 -0.79 -1.41
H -4.13 0.18 0.43
H -3.43 0.37 2.05
H -4.44 -1.04 1.69
C 1.95 1.40 -3.22
O 1.37 0.35 -3.41
N 3.00 1.79 -4.03
N 1.64 2.30 -2.25
H 3.51 2.64 -3.91
H 3.27 1.15 -4.76
H 0.91 2.11 -1.57
H 2.14 3.17 -2.16
*
```

=====

Entry 8:
The following is a quantum chemistry calculation of a structure of composition C7H23NNiO3P in a non-equilibrium geometry, from the OMol25 dataset.

Computed properties:
energy relative to the best compared isomer or geometry (same formula, charge and spin): 37.3 kcal/mol
max |F|: 0.0919 Eh/bohr
E_LUMO (spin up / spin down): 3.32 / 3.22 eV
calculated total energy: -2410.426595 hartree

```
! RIJCOSX wB97M-V def2-TZVPD def2/J DEFGRID3
* xyz -1 3
C -1.15 1.63 -3.84
Ni -0.44 0.77 -2.39
N 0.57 -0.90 -2.74
H -1.25 1.05 -1.01
H -0.04 2.04 -2.88
H -1.76 2.53 -3.80
H -1.81 0.75 -3.63
H -0.65 1.51 -4.80
H 0.19 -1.71 -2.23
H 1.54 -0.79 -2.47
H 0.56 -1.11 -3.73
C 0.89 2.78 1.14
C 1.66 1.73 0.38
O 1.04 0.39 0.38
P -0.47 0.11 -0.04
O -1.38 0.56 1.19
C -1.78 -0.22 2.39
C -0.72 -0.15 3.45
O -0.54 -1.48 -0.14
C -0.06 -2.54 0.82
C 1.24 -3.12 0.36
H -0.20 2.68 1.06
H 1.17 3.76 0.75
H 1.17 2.76 2.20
H 1.80 2.03 -0.66
H 2.64 1.56 0.83
H -2.70 0.26 2.72
H -2.01 -1.25 2.08
H -0.56 0.88 3.77
H -1.05 -0.72 4.32
H 0.23 -0.58 3.11
H 0.02 -2.10 1.83
H -0.87 -3.28 0.82
H 2.05 -2.38 0.44
H 1.50 -3.97 1.01
H 1.18 -3.50 -0.67
*
```

=====

Entry 9:
The following is a quantum chemistry calculation of a cluster of 5 separate species, C7H23NO4 in total in a non-equilibrium geometry, from the OMol25 dataset.

Computed properties:
energy relative to the best compared isomer or geometry (same formula, charge and spin): 82.5 kcal/mol
structure (SMILES): C/C=C(\C)CCCN.O.O.O.O
max |F|: 0.1037 Eh/bohr
E_LUMO: 0.42 eV
calculated total energy: -636.078997 hartree

```
! RIJCOSX wB97M-V def2-TZVPD def2/J DEFGRID3
* xyz 0 1
C 0.46 -1.46 2.44
C 0.18 -0.80 1.02
C -0.51 -1.08 -0.04
C -1.09 -2.36 -0.38
C -0.83 0.05 -0.90
C 0.49 0.69 -1.52
C 0.76 2.13 -1.14
N 0.73 2.51 0.24
H 0.77 -0.79 3.22
H -0.50 -1.99 2.76
H 1.32 -2.15 2.22
H 0.52 0.24 1.28
H -1.56 -2.41 -1.39
H -2.01 -2.63 0.27
H -0.46 -3.18 -0.26
H -1.28 0.87 -0.26
H -1.46 -0.38 -1.77
H 1.19 -0.09 -0.95
H 0.68 0.57 -2.64
H 0.08 2.87 -1.63
H 1.79 2.40 -1.61
H 1.60 2.63 0.56
H -0.06 2.75 0.75
O 3.81 0.57 0.05
H 3.04 1.11 -0.05
H 3.87 -0.07 -0.67
O -2.63 -0.38 1.30
H -2.25 -0.93 1.97
H -3.15 -0.85 0.66
O -1.93 2.38 1.79
H -2.24 3.15 1.33
H -2.48 1.61 1.74
O 1.31 -1.40 -2.90
H 0.53 -1.63 -3.38
H 1.33 -1.94 -2.11
*
```

=====

Entry 10:
The following is a quantum chemistry calculation of a structure of composition C7H24AgO7 in a non-equilibrium geometry, from the OMol25 dataset.

Computed properties:
energy relative to the best compared isomer or geometry (same formula, charge and spin): 92.0 kcal/mol
max |F|: 0.0557 Eh/bohr
E_LUMO: -6.08 eV
calculated total energy: -954.306712 hartree

```
! RIJCOSX wB97M-V def2-TZVPD def2/J DEFGRID3
* xyz 1 1
Ag -16.17 13.38 5.30
C -18.41 9.24 8.60
O -17.68 9.49 7.36
H -19.00 8.33 8.57
H -17.83 9.15 9.53
H -19.03 10.14 8.68
H -17.90 8.70 6.87
C -14.21 16.76 1.98
O -14.34 15.59 1.22
H -14.15 16.54 3.05
H -13.30 17.33 1.77
H -15.09 17.40 1.89
H -15.15 15.65 0.71
C -12.34 10.78 3.22
O -12.40 11.38 4.50
H -12.31 11.42 2.34
H -11.53 10.06 3.07
H -13.27 10.22 3.13
H -11.48 11.33 4.77
C -18.85 16.75 7.12
C -17.46 17.37 7.12
O -16.38 16.51 7.29
O -19.14 15.94 5.91
H -19.64 17.46 7.39
H -18.98 16.10 7.99
H -17.38 18.22 7.80
H -17.45 18.05 6.27
H -15.84 16.96 7.94
H -19.92 16.30 5.48
C -20.36 10.60 2.59
C -20.98 9.23 2.14
O -20.26 8.69 1.00
O -18.97 10.69 2.37
H -20.51 10.80 3.65
H -20.93 11.41 2.14
H -22.06 9.27 2.00
H -20.85 8.62 3.03
H -20.04 7.79 1.26
H -18.73 10.34 1.51
*
```

=====

Entry 11:
The following is a quantum chemistry calculation of a structure of composition C7H24HgN2O7 in a non-equilibrium geometry, from the OMol25 dataset.

Computed properties:
max |F|: 0.1016 Eh/bohr
E_LUMO (spin up / spin down): 2.87 / 2.88 eV
calculated total energy: -1070.584119 hartree

```
! RIJCOSX wB97M-V def2-TZVPD def2/J DEFGRID3
* xyz -1 2
Hg 0.15 -0.20 0.48
C 4.01 0.37 -0.81
C 3.20 -0.87 -0.54
O 2.34 -0.92 0.55
H 3.31 1.21 -0.92
H 4.69 0.34 -1.66
H 4.65 0.67 0.01
H 3.92 -1.68 -0.56
H 2.68 -0.98 -1.49
C -0.22 -0.42 4.05
C -1.39 -1.10 3.32
O -1.19 -1.38 1.94
H -0.31 -0.38 5.14
H 0.09 0.58 3.77
H 0.69 -1.03 3.99
H -2.09 -0.26 3.35
H -1.73 -1.92 3.96
C -0.77 -2.36 -3.68
C -0.38 -1.24 -2.74
O -0.72 -1.63 -1.40
O 0.15 -3.46 -3.69
H -0.84 -1.98 -4.70
H -1.76 -2.79 -3.54
H -0.89 -0.38 -3.17
H 0.70 -1.07 -2.77
H -1.66 -1.81 -1.45
H 0.37 -3.69 -2.78
C -2.36 1.77 0.41
O -1.83 0.90 -0.17
N -2.84 1.62 1.63
N -2.68 2.97 0.01
H -2.76 0.68 1.99
H -3.09 2.43 2.17
H -2.41 3.20 -0.93
H -3.01 3.69 0.64
O 0.57 1.98 1.48
H 1.39 2.47 1.36
H 0.06 2.52 2.09
O 0.66 1.19 -1.45
H -0.08 1.66 -1.82
H 1.36 1.31 -2.08
*
```

=====

Entry 12:
The following is a quantum chemistry calculation of a cluster of 6 separate species, C7H24IN8O5 in total in a non-equilibrium geometry, from the OMol25 dataset.

Computed properties:
energy relative to the best compared isomer or geometry (same formula, charge and spin): 107.8 kcal/mol
max |F|: 0.1607 Eh/bohr
E_LUMO: 2.51 eV
calculated total energy: -1393.200348 hartree

```
! RIJCOSX wB97M-V def2-TZVPD def2/J DEFGRID3
* xyz -1 1
I -0.57 0.23 0.27
C 3.68 0.55 5.41
C 2.16 0.54 5.68
C 1.48 1.88 5.63
O 1.49 -0.45 4.83
H 4.26 0.82 6.30
H 3.95 0.98 4.45
H 3.97 -0.47 5.17
H 2.09 0.16 6.70
H 0.54 1.98 6.18
H 1.33 2.36 4.67
H 2.19 2.61 6.02
H 1.17 -0.02 4.03
C 4.85 -3.33 -1.57
O 5.36 -3.61 -2.68
N 5.52 -3.29 -0.43
N 3.66 -2.98 -1.35
H 5.08 -2.82 0.35
H 6.40 -3.76 -0.31
H 3.21 -2.57 -0.54
H 3.06 -3.03 -2.16
C -0.06 -2.87 -5.67
O 1.04 -2.41 -5.79
N -0.87 -2.73 -4.73
N -0.65 -3.59 -6.59
H -0.44 -2.23 -3.96
H -1.60 -3.39 -4.49
H -0.24 -3.63 -7.51
H -1.54 -4.02 -6.40
C -1.03 5.24 -3.62
O -1.58 5.93 -4.53
N 0.24 5.17 -3.46
N -1.60 4.22 -2.98
H 0.75 5.68 -4.16
H 0.75 4.85 -2.65
H -2.56 3.94 -3.13
H -1.02 3.55 -2.50
C -6.76 0.12 1.43
O -6.77 -0.13 0.23
N -5.79 -0.19 2.26
N -7.84 0.47 2.06
H -4.97 -0.52 1.79
H -5.75 0.09 3.23
H -8.70 0.47 1.52
H -7.90 0.19 3.03
*
```